Entry 1:
Density functional theory data (ωB97M-V with the def2-TZVPD basis set) for C29H45FP2Sm as an isolated structure at a distorted geometry.

- Total charge: +1
- Relative energy (zero: lowest compared OMol25 entry of this formula, charge and spin): 0.717 eV
- Maximum force: 6.06 eV/Å
- Multiplicity: 6
- HOMO (spin up / spin down): -10.42 / -10.42 eV

Element x y z (Å)
1 Sm 0.123 -0.774 2.141
2 P -0.713 1.160 -4.080
3 P 1.581 -0.785 -4.484
4 F 4.351 3.962 4.100
5 C -0.401 -1.132 -1.102
6 C -1.882 -1.226 3.558
7 C 1.031 1.039 -1.063
8 C 2.048 3.388 3.841
9 C 3.392 3.089 3.639
10 C -0.221 -2.838 3.205
11 C -2.429 -3.087 1.820
12 C -0.780 -0.918 4.423
13 C 0.925 -1.694 -5.966
14 C 1.475 1.279 2.815
15 C -2.719 -0.001 -0.669
16 C 3.802 1.932 2.983
17 C -1.725 -0.693 -1.629
18 C -0.725 0.217 5.382
19 C -1.552 -2.427 2.830
20 C -0.188 1.999 -1.113
21 C -1.942 0.549 -5.287
22 C -2.265 1.180 0.153
23 C 0.254 -1.903 4.210
24 C -0.885 2.967 -4.335
25 C 0.602 -3.807 2.430
26 C 0.765 -0.438 -0.978
27 C 0.854 0.877 -4.987
28 C 2.811 1.015 2.553
29 C 3.197 -0.461 -5.328
30 C -3.220 -0.571 3.581
31 C 1.072 2.464 3.398
32 C 1.652 -1.742 4.699
33 C -1.180 1.980 -0.002
34 H -1.811 3.319 -3.859
35 H 0.602 -4.810 2.880
36 H 0.200 -3.921 1.409
37 H -1.698 0.716 5.437
38 H 1.762 4.310 4.332
39 H 1.728 -1.907 5.785
40 H 3.127 0.099 2.010
41 H -0.735 1.851 -2.073
42 H -1.606 -0.047 -2.529
43 H 3.741 0.340 -4.811
44 H -3.698 -0.582 2.591
45 H -3.914 -1.068 4.282
46 H -0.926 3.148 -5.418
47 H 4.856 1.735 2.802
48 H 1.128 -1.121 -6.886
49 H -1.818 1.129 -6.213
50 H -3.117 -0.766 0.027
51 H 3.045 -0.174 -6.380
52 H 0.005 0.977 5.070
53 H 1.571 1.687 -4.759
54 H -3.334 -2.496 1.632
55 H -0.944 2.700 0.793
56 H 1.669 -1.024 -0.764
57 H 2.333 -2.445 4.203
58 H -2.758 -4.086 2.145
59 H -0.372 -2.212 -0.876
60 H -2.917 1.383 1.021
61 H 0.214 3.033 -1.158
62 H -1.816 -0.523 -5.490
63 H 0.610 0.892 -6.068
64 H 1.679 1.250 -1.943
65 H 3.796 -1.381 -5.290
66 H 1.650 -3.476 2.363
67 H 2.018 -0.712 4.511
68 H 0.008 2.703 3.526
69 H 1.459 -2.652 -6.027
70 H -3.615 0.289 -1.266
71 H -2.243 -1.600 -2.005
72 H -1.923 -3.219 0.850
73 H -2.947 0.726 -4.877
74 H -0.027 3.497 -3.899
75 H 1.657 1.360 -0.206
76 H -3.145 0.479 3.886
77 H -0.450 -0.113 6.393
78 H -0.151 -1.889 -5.891

Atomic forces in eV per Å
2.1 3.8 -4.3
0.3 0.3 -1.0
0.2 0.8 -1.7
-0.9 -0.7 -0.4
0.9 0.1 0.5
0.5 -1.6 0.8
-0.1 0.7 -0.1
-0.5 -0.4 -0.3
0.3 0.1 0.1
-1.3 0.5 1.5
-0.3 -0.2 -0.4
-0.1 -1.3 0.1
-0.1 -0.5 0.2
-1.8 -1.9 -0.9
-0.5 -0.2 -0.2
-0.2 -0.5 -0.3
-1.1 0.2 -0.4
0.2 0.5 0.3
0.2 0.1 1.3
0.0 0.4 -0.9
-0.1 0.2 -0.2
0.7 0.3 0.5
-1.6 -0.3 0.1
-0.2 0.0 -0.3
0.0 -0.3 -0.2
-0.8 -0.5 0.5
-0.2 -0.2 0.1
0.8 1.0 0.5
0.4 -0.2 0.3
-0.5 0.4 -0.2
1.1 1.1 0.5
0.5 0.1 0.1
-0.2 -0.8 1.2
0.2 0.1 -0.2
0.1 0.3 -0.1
0.2 0.0 0.2
0.2 -0.1 0.1
0.1 0.0 0.0
0.0 0.0 -0.3
0.0 0.4 0.4
0.6 0.0 1.0
0.2 -0.5 0.9
0.0 -0.2 -0.1
0.1 0.0 0.3
0.4 0.1 -0.2
0.0 0.3 0.3
-0.1 0.2 0.1
-0.1 -0.2 0.4
-0.2 -0.3 0.0
0.2 0.4 -0.1
0.0 -0.1 0.4
-0.1 -0.2 0.2
-0.3 -0.4 0.0
0.2 -0.2 0.1
-0.5 -0.2 -0.2
-0.3 0.0 0.0
-0.1 0.1 0.2
0.2 0.3 0.0
0.4 0.4 -0.3
0.4 0.0 -0.4
-0.1 -0.6 0.0
-0.1 0.3 0.1
0.5 0.1 0.4
-0.4 -0.2 0.3
0.0 0.3 -0.1
-0.1 -0.2 0.0
-0.1 -0.4 0.1
0.5 -0.1 0.1
-0.3 0.1 -0.1
0.5 -0.1 0.3
0.2 0.4 0.2
-0.1 0.0 0.1
0.2 -0.1 -0.2
-0.3 -0.1 -0.1
-0.2 -0.4 -0.2
-0.1 -0.2 0.0
-0.1 0.0 -0.3
0.3 -0.1 0.0


Entry 2:
Density functional theory data (ωB97M-V with the def2-TZVPD basis set) for one molecule with the formula C2H3N3S at a distorted geometry.

- Total charge: 0
- Relative energy (zero: lowest compared OMol25 entry of this formula, charge and spin): 4.117 eV
- Maximum force: 5.20 eV/Å
- Multiplicity: 3
- HOMO (spin up / spin down): -6.37 / -8.84 eV

Element x y z (Å)
1 S -1.076 0.622 2.548
2 N 1.196 -0.650 -0.585
3 N 0.366 -0.001 0.076
4 N 0.457 1.209 0.417
5 C -0.948 1.598 0.914
6 C -1.474 0.279 0.932
7 H -2.284 -0.433 0.504
8 H 1.047 -1.656 -0.510
9 H 1.349 1.678 0.256

Atomic forces in eV per Å
-0.3 1.6 0.7
1.8 1.7 0.3
0.5 -4.6 -1.2
0.4 3.0 -1.0
2.4 -2.8 1.4
-4.9 -1.5 -1.0
1.6 1.8 0.8
-1.0 0.2 -0.1
-0.5 0.5 0.1


Entry 3:
Density functional theory data (ωB97M-V with the def2-TZVPD basis set) for a 13-piece molecular cluster, C4H35N2O12 overall at a distorted geometry.

- Total charge: +1
- Relative energy (zero: lowest compared OMol25 entry of this formula, charge and spin): 2.860 eV
- Maximum force: 5.61 eV/Å
- HOMO: -12.94 eV

Element x y z (Å)
1 O -2.848 -3.441 -0.219
2 O 1.160 -1.248 2.613
3 O 1.070 2.149 -1.733
4 O 0.636 3.216 0.578
5 O 3.970 0.247 1.837
6 O -2.242 -0.977 -3.243
7 O 3.482 1.110 -0.610
8 O -1.706 2.526 1.619
9 O -3.688 -1.105 -0.839
10 O -1.219 0.971 3.689
11 O 1.928 1.685 2.875
12 O -0.720 1.118 -3.711
13 N -1.576 0.718 -0.618
14 N 0.122 -0.851 0.135
15 C 0.655 -1.278 -1.193
16 C 1.181 -3.698 -0.630
17 C 0.346 -2.736 -1.508
18 C -0.954 -0.105 0.285
19 H -1.847 -1.613 -3.791
20 H -3.205 -1.614 -1.495
21 H -4.569 -0.916 -1.160
22 H 4.216 1.661 -0.777
23 H 0.800 -1.040 0.790
24 H -0.122 1.366 -2.987
25 H -0.711 1.766 -4.402
26 H 0.503 -3.024 -2.545
27 H 1.469 -0.354 2.769
28 H 2.030 -3.960 -1.233
29 H -0.468 1.581 3.774
30 H -1.337 0.065 1.368
31 H -1.077 3.054 2.083
32 H 1.808 -1.905 2.879
33 H 1.489 -3.392 0.404
34 H 3.924 0.503 0.888
35 H -0.773 -2.804 -1.159
36 H 2.685 1.416 2.361
37 H -2.459 2.381 2.319
38 H 2.697 1.575 -0.842
39 H 0.221 -0.670 -2.004
40 H 0.483 2.403 -0.958
41 H -1.182 0.517 4.554
42 H 1.168 4.027 0.353
43 H 1.769 -1.053 -1.254
44 H 1.364 2.927 -2.166
45 H 0.389 -4.546 -0.383
46 H -2.051 -0.129 -3.676
47 H 4.165 -0.652 1.733
48 H 2.246 2.453 3.353
49 H -3.657 -3.083 0.142
50 H -2.078 1.539 -0.285
51 H 0.703 3.203 1.504
52 H -2.516 -4.211 0.290
53 H -1.973 0.130 -1.360

Atomic forces in eV per Å
1.3 -1.1 -0.1
-0.6 -0.5 -0.4
-1.1 -1.3 1.2
0.9 2.1 -2.0
-0.2 1.7 -0.6
-1.1 1.1 1.1
0.2 -1.7 0.6
-3.2 -0.7 1.3
-0.2 0.3 0.9
0.5 -0.1 1.2
-1.1 0.7 0.4
-0.3 -0.6 0.2
1.1 -2.5 -0.5
-2.4 0.6 -5.0
0.9 1.2 -1.6
-2.7 -1.3 1.1
-1.8 0.4 2.9
0.2 2.3 3.3
0.8 -1.5 -1.1
-0.3 -0.1 -0.5
-0.1 -0.1 -0.4
1.2 1.1 -0.5
0.6 -0.8 3.4
0.1 0.4 -0.2
0.3 0.7 -0.3
-0.3 0.4 -0.1
0.5 0.2 0.5
0.5 -0.8 0.2
-0.2 -0.3 -0.3
1.4 -0.3 -1.6
0.4 0.6 0.4
0.2 0.4 0.2
-0.2 0.4 -1.1
-0.3 0.4 0.3
1.9 -0.3 -1.3
0.8 -0.7 -0.4
2.2 0.3 -1.9
-1.4 0.7 -0.5
-0.1 0.0 0.5
1.0 -0.2 -1.1
-0.2 0.1 -0.6
-0.8 -1.1 0.1
-1.2 -0.3 0.5
0.2 1.3 -0.5
2.3 0.9 -0.8
0.2 0.0 0.3
0.5 -2.3 0.4
0.1 0.0 0.4
-0.2 -0.1 0.4
-0.2 -0.9 0.4
0.3 -0.7 2.0
-0.8 0.8 -0.3
0.0 1.0 -0.5


Entry 4:
Density functional theory data (ωB97M-V with the def2-TZVPD basis set) for a 2-piece molecular cluster, C4H7NP2 overall at a distorted geometry.

- Total charge: 0
- Relative energy (zero: lowest compared OMol25 entry of this formula, charge and spin): 3.306 eV
- Maximum force: 4.04 eV/Å
- HOMO (spin up / spin down): -7.32 / -7.33 eV

Element x y z (Å)
1 P 1.105 -1.844 0.243
2 P -0.143 1.775 0.206
3 N -1.269 0.703 0.103
4 C 2.967 0.522 0.160
5 C 1.914 -0.525 0.002
6 C -3.233 -0.887 0.082
7 C -1.842 -0.292 0.373
8 H -3.693 -0.233 -0.633
9 H 0.675 1.524 -0.964
10 H 2.683 1.153 0.987
11 H -3.691 -1.033 1.026
12 H 3.089 1.210 -0.611
13 H -3.204 -1.895 -0.283
14 H 3.894 0.020 0.230

Atomic forces in eV per Å
0.5 1.4 -0.5
2.5 3.2 0.0
-0.3 -1.4 -0.2
-1.6 -1.0 0.4
-0.1 -0.9 0.8
2.2 0.8 0.0
-2.4 -2.7 -0.4
-0.9 0.2 -0.1
-0.8 -0.2 0.2
0.4 -0.1 0.8
-0.9 0.5 0.9
-0.2 1.0 -1.9
0.6 -0.4 -0.6
1.1 -0.4 0.7


Entry 5:
Density functional theory data (ωB97M-V with the def2-TZVPD basis set) for a 4-piece molecular cluster, C17H34BF3N5O7 overall at a distorted geometry.

- Total charge: +1
- Relative energy (zero: lowest compared OMol25 entry of this formula, charge and spin): 0.000 eV
- Maximum force: 3.83 eV/Å
- HOMO: -10.98 eV

Element x y z (Å)
1 F -0.914 -4.561 1.188
2 F 0.811 -3.216 0.853
3 F -0.969 -3.204 -0.547
4 O -1.747 1.528 -0.579
5 O -0.334 0.651 -3.043
6 O 0.822 1.286 1.811
7 O 3.825 8.477 2.531
8 O -1.237 -2.411 1.619
9 O 2.712 -0.232 -0.971
10 O -6.496 -3.522 1.439
11 N -0.346 -1.386 -3.987
12 N -6.197 -5.735 1.221
13 N 0.860 0.620 0.589
14 N 4.172 6.268 2.348
15 N 2.797 2.855 1.803
16 C -5.769 -4.447 1.112
17 C -0.800 -0.112 -3.889
18 C 4.915 5.067 2.034
19 C 3.037 -0.853 1.507
20 C -1.682 0.650 0.543
21 C -0.565 -3.282 0.778
22 C -5.478 -6.947 0.884
23 C 5.964 7.813 1.689
24 C -0.507 -1.189 1.862
25 C -0.367 -0.278 0.560
26 C -1.879 0.318 -4.844
27 C -4.377 -4.220 0.579
28 C 1.811 2.232 1.904
29 C 0.676 1.546 -0.613
30 C -0.623 2.446 -0.444
31 C 4.575 7.566 2.221
32 C -0.774 -2.417 -4.913
33 B 2.175 -0.139 0.334
34 H -1.554 -2.067 -5.584
35 H -1.149 -3.267 -4.340
36 H -0.635 3.001 0.535
37 H 6.706 7.363 2.353
38 H 2.600 -0.675 2.535
39 H 5.910 5.286 1.654
40 H -4.481 -6.739 0.504
41 H -5.398 -7.565 1.781
42 H 6.061 7.399 0.684
43 H -1.524 0.236 -5.873
44 H -6.045 -7.490 0.126
45 H -1.756 1.228 1.520
46 H -4.170 -3.151 0.547
47 H 4.361 4.505 1.284
48 H 3.234 6.173 2.709
49 H -0.668 3.143 -1.332
50 H -2.559 -0.070 0.561
51 H 1.605 2.123 -0.869
52 H 4.112 -0.500 1.510
53 H 3.086 -1.136 -1.016
54 H -1.149 -0.594 2.583
55 H 0.377 -1.611 -3.319
56 H -7.136 -5.817 1.584
57 H 0.447 0.863 -1.505
58 H -0.316 -0.858 -0.401
59 H -2.769 -0.298 -4.705
60 H -4.294 -4.620 -0.434
61 H -3.644 -4.697 1.232
62 H 6.148 8.885 1.642
63 H 0.088 -2.736 -5.501
64 H 3.087 -1.960 1.256
65 H 5.002 4.464 2.942
66 H -2.142 1.356 -4.651
67 H 0.470 -1.346 2.408

Atomic forces in eV per Å
0.6 2.1 -0.8
-1.9 0.4 -0.5
1.0 0.5 2.0
0.9 0.2 1.7
-0.1 -0.1 -0.3
1.3 2.3 1.9
0.1 -0.2 -0.1
2.0 0.1 -1.5
-2.2 -0.5 2.1
0.2 0.0 -0.1
-0.3 0.7 0.1
0.3 0.4 -0.1
0.0 0.0 -3.0
0.2 0.3 -0.1
-2.3 -1.1 0.5
-0.5 0.1 0.2
0.1 -0.3 -0.1
-0.3 0.1 0.1
-0.6 0.2 0.1
-0.2 -0.5 0.2
-1.1 -2.6 0.6
-0.5 -0.1 0.2
0.1 0.1 0.0
0.1 1.5 0.7
-1.9 -0.3 0.7
0.0 0.2 0.1
0.1 0.0 0.0
0.7 -1.0 -0.9
-1.0 1.2 -1.2
0.6 -0.9 -1.0
-0.3 0.3 0.2
0.3 -0.3 0.2
3.4 -1.7 -0.5
0.1 0.1 0.1
-0.1 -0.1 -0.2
-0.2 -0.4 -1.0
0.0 -0.1 -0.2
0.7 -0.5 -1.1
-0.1 0.1 0.1
-0.1 0.1 0.0
0.2 -0.1 -0.1
0.1 -0.1 0.1
-0.1 -0.1 0.0
0.2 -0.1 0.0
0.3 -0.6 -1.0
-0.2 -0.1 0.1
0.3 -0.1 0.0
0.1 0.0 0.0
0.1 -0.8 1.2
1.0 0.9 -0.4
-0.8 -0.6 0.8
-1.2 -0.2 -0.1
0.4 0.8 -0.2
0.6 -1.0 -0.8
0.0 0.0 -0.1
0.1 0.0 0.0
0.5 0.9 1.2
0.1 0.6 0.9
0.0 0.0 -0.2
0.1 -0.1 0.1
0.0 -0.1 -0.2
-0.2 -0.1 0.1
-0.2 -0.1 -0.1
-0.2 1.1 0.5
0.2 -0.2 -0.2
0.1 -0.1 0.1
-1.0 -0.2 -0.9


Entry 6:
Density functional theory data (ωB97M-V with the def2-TZVPD basis set) for a 2-piece molecular cluster, C2H7NO2S overall at a distorted geometry.

- Total charge: 0
- Relative energy (zero: lowest compared OMol25 entry of this formula, charge and spin): 4.276 eV
- Maximum force: 2.40 eV/Å
- HOMO: -9.65 eV

Element x y z (Å)
1 S 0.588 1.669 0.440
2 O 1.204 0.502 -0.298
3 O 1.244 1.984 1.681
4 N -0.937 1.524 0.398
5 C -0.142 -1.955 -0.016
6 C -0.353 -0.813 -0.904
7 H 0.057 -0.855 -1.899
8 H -1.376 2.083 1.108
9 H 0.908 -2.006 0.275
10 H -0.336 -2.879 -0.564
11 H -1.077 -0.044 -0.659
12 H 0.970 2.697 -0.441
13 H -0.751 -1.908 0.881

Atomic forces in eV per Å
0.3 1.3 -0.7
-1.8 -1.5 -0.6
-0.1 -0.1 0.0
0.3 -0.2 -0.1
0.0 -0.1 0.2
2.0 1.1 0.7
0.0 0.0 -0.2
-0.1 0.3 0.3
0.1 0.0 -0.1
-0.1 -0.1 -0.1
-0.3 -0.1 -0.1
-0.3 -0.7 0.8
0.0 0.0 0.0